# 1
The following is a DFT calculation (wB97M-V/def2-TZVPD) of a 2-piece molecular cluster, C3H3N3O overall.

Its relative energy (zero: lowest compared OMol25 entry of this formula, charge and spin) is 124.16 kJ/mol. As for the LUMO energy: 0.01300 Eh. The value obtained for the largest force on an atom is 0.0401 Eh/bohr. Its multiplicity is 1. The total charge is 0. As for the highest occupied orbital energy: -9.70 eV. As for the structure (SMILES): N=C=CC=O.N#N.

Last column: Löwdin charge in e.
Cartesian coordinates (Å):
1 N -1.805 -0.250 -0.968  0.16
2 C -0.947 -0.078 -0.127  -0.21
3 C -0.237 0.067 0.981  -0.08
4 C 1.156 -0.184 1.371  -0.31
5 O 2.075 -0.591 0.697  0.00
6 H -2.172 0.552 -1.468  0.09
7 H -0.906 0.369 1.779  0.11
8 H 1.296 0.019 2.453  0.11
9 N 0.463 0.254 -2.768  0.06
10 N 1.076 -0.159 -1.952  0.06

# 2
The following is a DFT calculation (wB97M-V/def2-TZVPD) of a 2-piece molecular cluster, C3H3N3O overall.

Its relative energy (zero: lowest compared OMol25 entry of this formula, charge and spin) is 95.66 kJ/mol. As for the LUMO energy: 0.01608 Eh. The value obtained for the largest force on an atom is 0.0378 Eh/bohr. Its multiplicity is 1. The total charge is 0. As for the highest occupied orbital energy: -9.72 eV. As for the structure (SMILES): N=C=CC=O.N#N.

Last column: Löwdin charge in e.
Cartesian coordinates (Å):
1 N -1.501 1.246 0.637  0.17
2 C -0.498 0.565 0.703  -0.18
3 C 0.575 -0.165 0.975  -0.07
4 C 1.094 -1.357 0.292  -0.31
5 O 0.652 -1.895 -0.700  0.00
6 H -1.479 2.113 0.103  0.08
7 H 1.114 0.174 1.853  0.10
8 H 1.992 -1.761 0.804  0.11
9 N -1.246 1.018 -2.318  0.04
10 N -0.703 0.060 -2.349  0.06

# 3
The following is a DFT calculation (wB97M-V/def2-TZVPD) of a 2-piece molecular cluster, C3H3N3O overall.

Its relative energy (zero: lowest compared OMol25 entry of this formula, charge and spin) is 239.12 kJ/mol. As for the LUMO energy: -0.01634 Eh. The value obtained for the largest force on an atom is 0.0552 Eh/bohr. Its multiplicity is 1. The total charge is 0. As for the highest occupied orbital energy: -9.27 eV. As for the structure (SMILES): N=C=CC=O.N#N.

Last column: Löwdin charge in e.
Cartesian coordinates (Å):
1 N 2.000 0.187 0.091  0.15
2 C 0.828 -0.103 0.041  -0.25
3 C -0.289 -0.812 -0.039  -0.09
4 C -1.687 -0.618 0.294  -0.32
5 O -2.212 0.387 0.726  0.00
6 H 2.586 -0.141 -0.652  0.10
7 H 0.047 -1.803 -0.335  0.12
8 H -2.268 -1.554 0.163  0.11
9 N 0.912 2.452 -0.431  0.10
10 N 0.083 2.004 0.141  0.08

# 4
The following is a DFT calculation (wB97M-V/def2-TZVPD) of a 2-piece molecular cluster, C3H3N3O overall.

Its relative energy (zero: lowest compared OMol25 entry of this formula, charge and spin) is 75.58 kJ/mol. As for the LUMO energy: 0.01925 Eh. The value obtained for the largest force on an atom is 0.0373 Eh/bohr. Its multiplicity is 1. The total charge is 0. As for the highest occupied orbital energy: -9.68 eV. As for the structure (SMILES): N=C=CC=O.N#N.

Last column: Löwdin charge in e.
Cartesian coordinates (Å):
1 N -1.733 -1.148 -0.564  0.19
2 C -1.197 -0.083 -0.345  -0.17
3 C -0.665 1.087 -0.014  -0.07
4 C 0.441 1.129 0.946  -0.31
5 O 0.913 0.159 1.505  -0.02
6 H -1.354 -1.740 -1.300  0.08
7 H -1.038 1.995 -0.475  0.10
8 H 0.846 2.144 1.129  0.12
9 N 1.431 -1.852 -0.730  0.03
10 N 2.356 -1.691 -0.153  0.05

# 5
The following is a DFT calculation (wB97M-V/def2-TZVPD) of one molecule with the formula C3H3N3O.

Its relative energy (zero: lowest compared OMol25 entry of this formula, charge and spin) is 210.03 kJ/mol. As for the LUMO energy: -0.01166 Eh. The value obtained for the largest force on an atom is 0.0169 Eh/bohr. Its multiplicity is 1. The total charge is 0. As for the highest occupied orbital energy: -9.43 eV. As for the structure (SMILES): [H]/N=N/C=C\N=C=O.

Last column: Löwdin charge in e.
Cartesian coordinates (Å):
1 H 1.771 1.841 0.244  0.08
2 N 1.095 1.085 0.068  0.07
3 N -0.044 1.592 0.137  -0.05
4 C -1.110 0.697 -0.077  -0.15
5 C -1.086 -0.645 -0.165  -0.12
6 N -0.026 -1.512 -0.071  0.13
7 C 1.183 -1.451 0.079  -0.32
8 O 2.324 -1.644 0.229  0.17
9 H -2.072 1.195 -0.137  0.09
10 H -2.033 -1.156 -0.308  0.11

# 6
The following is a DFT calculation (wB97M-V/def2-TZVPD) of one molecule with the formula C3H3N3O.

Its relative energy (zero: lowest compared OMol25 entry of this formula, charge and spin) is 228.60 kJ/mol. As for the LUMO energy: 0.00189 Eh. The value obtained for the largest force on an atom is 0.0183 Eh/bohr. Its multiplicity is 1. The total charge is 0. As for the highest occupied orbital energy: -9.19 eV. As for the structure (SMILES): [H]/N=N/C=C\N=C=O.

Last column: Löwdin charge in e.
Cartesian coordinates (Å):
1 H 0.936 -2.377 -0.600  0.07
2 N 1.282 -1.518 -0.137  0.10
3 N 0.267 -1.034 0.393  -0.08
4 C 0.441 0.222 1.066  -0.13
5 C -0.250 1.255 0.579  -0.14
6 N -0.957 1.167 -0.622  0.13
7 C -1.101 0.274 -1.436  -0.32
8 O -1.306 -0.478 -2.310  0.16
9 H 0.997 0.268 1.998  0.10
10 H -0.315 2.223 1.063  0.10

# 7
The following is a DFT calculation (wB97M-V/def2-TZVPD) of one molecule with the formula C3H3N3O.

Its relative energy (zero: lowest compared OMol25 entry of this formula, charge and spin) is 478.64 kJ/mol. As for the LUMO energy (alpha / beta): -0.05274 / -0.05300 Eh. The value obtained for the largest force on an atom is 0.0202 Eh/bohr. Its multiplicity is 1. The total charge is 0. As for the highest occupied orbital energy (alpha / beta): -9.16 / -9.16 eV.

Last column: Löwdin charge in e.
Cartesian coordinates (Å):
1 N -0.046 1.394 1.453  0.09
2 C 0.121 0.421 0.529  -0.40
3 N 0.395 -0.244 2.430  0.25
4 N 0.775 -0.607 1.386  0.08
5 O 1.030 -1.788 -1.119  0.01
6 C 0.180 -1.003 -1.492  -0.29
7 C -0.316 0.134 -0.715  -0.03
8 H -0.762 2.082 1.199  0.07
9 H -0.300 -1.123 -2.484  0.11
10 H -1.105 0.754 -1.134  0.11

# 8
The following is a DFT calculation (wB97M-V/def2-TZVPD) of one molecule with the formula C3H3N3O.

Its relative energy (zero: lowest compared OMol25 entry of this formula, charge and spin) is 404.41 kJ/mol. As for the LUMO energy: 0.03640 Eh. The value obtained for the largest force on an atom is 0.0185 Eh/bohr. Its multiplicity is 1. The total charge is 0. As for the highest occupied orbital energy: -9.60 eV. As for the structure (SMILES): O=c1[nH]n2ccn12.

Last column: Löwdin charge in e.
Cartesian coordinates (Å):
1 O 2.143 -1.262 -0.361  0.12
2 C 1.234 -0.556 -0.043  -0.49
3 N 1.065 0.821 -0.044  0.11
4 N -0.128 0.684 0.753  -0.03
5 C -1.245 0.588 -0.141  -0.07
6 C -1.232 -0.743 -0.131  -0.04
7 N -0.020 -0.807 0.674  0.07
8 H 1.790 1.417 0.335  0.14
9 H -1.718 1.413 -0.642  0.10
10 H -1.890 -1.556 -0.400  0.10